(1)
ORCA calculation (ωB97M-V with the def2-TZVPD basis set) on a cluster of 8 separate species, C41H73F4N7O10 in total in a non-equilibrium geometry.

Computed properties:
M in g mol⁻¹: 900.066
Multiplicity: 1
Orbital gap in Eh: 0.267
LUMO in Eh: -0.0567
Charge: 0
SMILES: C#CCC1=C(C(F)(F)C(F)F)C(=O)C(CCCCCOCC)=C(CC)C1=O.CN(C)C=O.CN(C)C=O.CN(C)C=O.CN(C)C=O.CN(C)C=O.CN(C)C=O.CN(C)C=O
HOMO in eV: -8.81

Last column: Mulliken charge in e.
Element x y z (Å)
1 C -1.01797 2.07933 -2.34994  -0.3037
2 C 0.13087 1.27088 -2.57262  -0.1688
3 C 1.22979 0.12711 -2.99073  -0.5754
4 C 1.32188 -1.15519 -1.97523  0.1838
5 C 0.23279 -2.19759 -1.79462  0.4802
6 C -1.17587 -2.10005 -2.62654  0.6544
7 F -0.98749 -1.84461 -4.10397  -0.3231
8 F -2.01288 -0.99710 -2.02195  -0.2490
9 C -2.11927 -3.45407 -2.53944  0.7577
10 F -1.39782 -4.50836 -3.34145  -0.2908
11 F -3.41833 -3.22581 -3.26908  -0.3119
12 C 0.59856 -3.37077 -0.66866  -0.0057
13 O 0.29054 -4.66376 -0.78745  -0.5979
14 C 1.46155 -2.89051 0.68086  0.2048
15 C 1.09234 -3.59864 2.11208  -0.9502
16 C 0.19833 -2.68202 3.13502  -0.5336
17 C -0.95875 -1.76561 2.42304  0.1327
18 C -2.46851 -2.06012 3.08044  -0.7202
19 C -3.38035 -2.75816 1.90870  0.1267
20 O -4.44484 -3.65478 2.40754  -0.4415
21 C -5.08819 -4.29591 1.21402  -0.3379
22 C -4.27340 -5.64750 0.70741  -0.2798
23 C 2.52809 -1.87849 0.45106  0.4466
24 C 3.48556 -1.35264 1.67357  -0.1157
25 C 2.83168 -0.16936 2.60714  -0.6754
26 C 2.74093 -1.30671 -1.10298  -0.0584
27 O 3.94002 -1.03214 -1.63064  -0.6014
28 H -1.97290 2.66734 -1.95391  0.3336
29 H 1.11158 -0.28412 -4.09474  0.3611
30 H 2.29160 0.67336 -2.98109  0.3196
31 H -2.29912 -3.80128 -1.43335  -0.2157
32 H 0.54249 -4.62443 1.97436  0.3328
33 H 2.13198 -3.79560 2.66394  0.2796
34 H -0.37456 -3.44391 3.85087  0.4092
35 H 0.81732 -1.98064 3.83785  0.1293
36 H -0.71750 -0.62751 2.66029  0.3790
37 H -1.08773 -1.92635 1.27138  -0.2087
38 H -2.41099 -2.68259 4.07429  0.3157
39 H -2.99880 -1.03262 3.37356  0.2445
40 H -2.64541 -3.45398 1.27698  -0.0647
41 H -3.85138 -1.89272 1.27367  0.2502
42 H -5.12626 -3.51163 0.31537  0.2210
43 H -6.19070 -4.58326 1.48533  0.3008
44 H -4.89736 -6.33289 -0.01049  0.3318
45 H -3.87392 -6.22916 1.65722  0.2381
46 H -3.30622 -5.23452 0.14458  -0.2446
47 H 3.88281 -2.26574 2.29775  0.2900
48 H 4.44575 -0.86710 1.15640  0.1043
49 H 2.53820 -0.65553 3.63128  0.1853
50 H 1.98014 0.44811 2.09082  0.1680
51 H 3.70873 0.59451 2.84027  0.1652
52 C -3.24867 3.75782 0.59104  0.1413
53 O -3.38917 3.36975 -0.56211  -0.6597
54 N -2.93194 5.04513 0.96887  0.1660
55 C -2.78311 5.42529 2.35806  -0.9264
56 C -2.74176 6.05084 -0.05567  -0.9295
57 H -3.37110 3.07404 1.44715  0.2760
58 H -3.50861 6.21037 2.58967  0.3213
59 H -1.76921 5.80458 2.51434  0.3374
60 H -2.95335 4.57243 3.02076  0.2943
61 H -3.66086 6.13918 -0.64283  0.2978
62 H -1.92970 5.73531 -0.71780  0.2774
63 H -2.49677 7.01736 0.39260  0.3659
64 C -5.84871 8.94960 -1.77163  0.0861
65 O -5.29298 8.10050 -2.45742  -0.5752
66 N -6.85121 8.70842 -0.85672  0.1674
67 C -7.45887 9.77042 -0.08250  -0.8887
68 C -7.31241 7.34942 -0.66252  -0.8564
69 H -5.57402 10.01508 -1.84071  0.2935
70 H -7.30531 9.56541 0.98086  0.3369
71 H -8.53040 9.79821 -0.30008  0.2837
72 H -7.01747 10.74005 -0.32848  0.2986
73 H -6.47009 6.73037 -0.33911  0.1695
74 H -7.68939 6.96208 -1.61397  0.3088
75 H -8.10529 7.31434 0.08930  0.3833
76 C 7.76709 -2.83538 0.91332  0.0397
77 O 7.43264 -1.85594 1.56826  -0.5918
78 N 7.50573 -3.02922 -0.42622  0.2549
79 C 7.93661 -4.21868 -1.13052  -1.0100
80 C 6.77687 -2.01106 -1.15383  -0.7168
81 H 8.32610 -3.66897 1.36948  0.3298
82 H 8.59799 -3.92426 -1.95042  0.3173
83 H 7.05726 -4.72929 -1.53338  0.3044
84 H 8.47276 -4.89941 -0.46368  0.3508
85 H 7.33150 -1.06934 -1.10028  0.3248
86 H 5.79806 -1.87056 -0.68521  -0.0359
87 H 6.64605 -2.30249 -2.19934  0.3860
88 C -11.54729 11.04034 -1.37283  0.0902
89 O -11.86165 10.02401 -0.76589  -0.5853
90 N -11.37589 11.13656 -2.73723  0.1288
91 C -11.00239 12.37875 -3.38063  -0.9218
92 C -11.57566 9.95798 -3.55475  -0.9134
93 H -11.37118 11.99322 -0.84702  0.3083
94 H -11.78257 12.65539 -4.09557  0.3317
95 H -10.05560 12.23300 -3.90848  0.3298
96 H -10.88511 13.18239 -2.64856  0.2978
97 H -12.59961 9.59792 -3.41616  0.2957
98 H -10.88082 9.17752 -3.22996  0.2617
99 H -11.40533 10.18657 -4.61014  0.3760
100 C 5.69923 2.76312 1.96711  0.0559
101 O 4.72929 2.02141 1.87113  -0.5218
102 N 6.70472 2.64809 2.90306  0.1428
103 C 7.82141 3.56854 2.95054  -0.9182
104 C 6.64351 1.57227 3.87061  -0.8054
105 H 5.84321 3.61372 1.28066  0.2471
106 H 8.74940 3.00633 2.81231  0.3306
107 H 7.83253 4.06114 3.92702  0.3308
108 H 7.74107 4.32686 2.16694  0.2867
109 H 6.63163 0.61579 3.33926  0.1939
110 H 5.71911 1.66560 4.44870  0.2817
111 H 7.50403 1.60889 4.54388  0.3643
112 C -3.45666 -9.41630 -0.14395  0.0645
113 O -4.21066 -8.51624 0.20460  -0.5261
114 N -2.65407 -9.39856 -1.26456  0.1504
115 C -1.78754 -10.50636 -1.60864  -0.9124
116 C -2.67723 -8.23490 -2.12635  -0.8645
117 H -3.36230 -10.34643 0.44036  0.2573
118 H -0.75350 -10.15101 -1.63732  0.3233
119 H -2.07285 -10.88584 -2.59397  0.3259
120 H -1.86944 -11.31358 -0.87568  0.2948
121 H -2.38286 -7.35565 -1.54532  0.1864
122 H -3.69597 -8.08701 -2.49744  0.2909
123 H -1.99357 -8.36499 -2.96944  0.3883
124 C 10.83057 -5.54912 -1.11080  0.1650
125 O 9.86064 -6.29083 -1.20679  -0.6163
126 N 11.83606 -5.66415 -0.17486  0.1141
127 C 12.95276 -4.74370 -0.12737  -0.9279
128 C 11.77486 -6.73997 0.79270  -0.9207
129 H 10.97455 -4.69852 -1.79725  0.2980
130 H 13.88075 -5.30591 -0.26561  0.3409
131 H 12.96388 -4.25110 0.84910  0.3394
132 H 12.87242 -3.98538 -0.91097  0.2979
133 H 11.76298 -7.69645 0.26134  0.2990
134 H 10.85045 -6.64664 1.37078  0.2672
135 H 12.63537 -6.70335 1.46596  0.3827



(2)
ORCA calculation (ωB97M-V with the def2-TZVPD basis set) on a cluster of 2 separate species, C7H11N2O2 in total in a non-equilibrium geometry.

Computed properties:
Energy above the lowest of the compared OMol25 structures with the same formula, charge and spin in kJ/mol: 41.8
M in g mol⁻¹: 155.177
Multiplicity: 1
Orbital gap in Eh: 0.311
LUMO in Eh: 0.1419
Charge: -1
HOMO in eV: -4.61

Last column: Mulliken charge in e.
Element x y z (Å)
1 C 1.88005 1.74490 0.02581  -0.3672
2 C 1.21216 2.12120 1.35742  -0.9917
3 C 2.09575 0.25095 -0.17246  0.6581
4 O 2.37096 -0.40910 0.87289  -0.7993
5 O 2.04005 -0.23568 -1.31913  -0.7981
6 H 1.16399 2.04639 -0.74399  0.2221
7 H 2.78038 2.32104 -0.19303  0.3176
8 H 1.44390 3.15244 1.62294  0.3306
9 H 1.44178 1.37112 2.11457  0.2711
10 H 0.13523 2.03942 1.18882  0.2114
11 C -2.77076 -0.26279 -1.28660  -1.1200
12 C -0.56048 -1.39275 -0.92810  -0.6109
13 C -1.86915 -1.22348 -0.52084  0.7312
14 C -0.85630 -2.18001 1.07398  -0.2759
15 N 0.08312 -1.98351 0.12188  -0.1067
16 N -2.03561 -1.71852 0.73379  -0.7946
17 H -0.06576 -0.96070 -1.77672  0.4698
18 H 1.08826 -1.88911 0.29626  0.3551
19 H -3.68175 0.00879 -0.76484  0.3336
20 H -3.03852 -0.67007 -2.25826  0.2949
21 H -0.67339 -2.78058 1.95112  0.4253
22 H -2.18391 0.65007 -1.39551  0.2435



(3)
ORCA calculation (ωB97M-V with the def2-TZVPD basis set) on the molecule C10H17NSi2 in a non-equilibrium geometry.

Computed properties:
Energy above the lowest of the compared OMol25 structures with the same formula, charge and spin in kJ/mol: 21.7
M in g mol⁻¹: 207.425
Multiplicity: 3
Orbital gap (spin up / spin down) in Eh: 0.187 / 0.191
LUMO (spin up / spin down) in Eh: -0.0124 / -0.1059
Charge: 0
HOMO (spin up / spin down) in eV: -5.44 / -8.08

Last column: Löwdin spin population.
Element x y z (Å)
1 C -0.30025 3.23998 -0.29942  0.3503
2 C 1.10981 3.10008 -0.57965  0.3565
3 C -1.14663 2.26054 0.03260  0.0754
4 C 1.51016 1.79693 -0.64649  0.0604
5 C -0.69548 0.94960 -0.02308  0.4403
6 C 0.71333 0.68017 -0.39175  0.4419
7 C -2.57591 -0.90287 2.02121  0.0187
8 C -2.96682 -1.14041 -1.02098  0.0163
9 C 3.24935 -1.14956 -1.29418  0.0033
10 C 1.80915 -1.12494 1.44836  0.0522
11 N 0.33106 -2.39567 -0.74607  0.0030
12 Si -1.78666 -0.53661 0.37073  0.0982
13 Si 1.43395 -1.12295 -0.49570  0.0420
14 H -0.72745 4.26541 -0.25303  0.0133
15 H 1.57135 4.02947 -0.82912  0.0209
16 H -2.16646 2.44284 0.57136  -0.0049
17 H 2.52868 1.51677 -0.98736  -0.0055
18 H -2.35611 -0.15568 2.68402  0.0007
19 H -3.70133 -0.94358 1.92351  0.0027
20 H -2.31805 -1.82229 2.64531  -0.0002
21 H -3.72570 -0.33743 -1.08491  0.0002
22 H -2.52526 -1.31720 -2.00659  0.0000
23 H -3.55003 -1.95047 -0.75745  0.0023
24 H 3.75169 -2.08560 -0.96592  -0.0002
25 H 3.15106 -1.19135 -2.39278  0.0000
26 H 3.82653 -0.28662 -1.00643  0.0003
27 H 2.10875 -2.08034 1.85336  0.0089
28 H 2.63224 -0.49516 1.83366  0.0004
29 H 0.88983 -0.81650 2.00874  0.0027
30 H -0.07483 -2.42656 -1.61194  -0.0002



(4)
ORCA calculation (ωB97M-V with the def2-TZVPD basis set) on a structure of composition C24H28BrN2O4SScSi.

Computed properties:
Energy above the lowest of the compared OMol25 structures with the same formula, charge and spin in kJ/mol: 169.1
M in g mol⁻¹: 593.511
Multiplicity: 1
Orbital gap in Eh: 0.290
LUMO in Eh: -0.0303
Charge: 0
HOMO in eV: -8.73

Last column: Mulliken charge in e.
Element x y z (Å)
1 Sc -1.32432 -1.99582 -0.38568  -0.0455
2 O -3.36355 -5.20152 0.43115  -0.6936
3 S -2.54731 -4.08039 0.12693  1.2002
4 O -1.60898 -4.20664 -1.04139  -0.5577
5 O -1.64724 -3.57183 1.22873  -0.4905
6 O -3.28372 -2.79402 -0.25322  -0.5518
7 C -1.19580 -0.28394 -1.84613  -0.9950
8 Si -0.47559 1.12025 -0.92829  -0.3536
9 C -1.33712 0.99662 0.77009  -0.9289
10 N -1.43166 -0.41200 1.26994  1.1823
11 C -0.27650 -0.77957 2.15129  -0.2306
12 C -0.62449 -0.80230 3.64035  -1.1751
13 C -1.53360 0.36688 4.00025  -0.6969
14 C -2.85803 0.26504 3.22120  -0.6981
15 C -2.71395 -0.63532 1.99437  -1.2413
16 C 1.38157 0.86568 -0.72450  -0.2073
17 C 2.15295 1.65725 0.03035  0.2599
18 C 3.59041 1.41580 0.23550  -0.8357
19 C 4.24444 0.43536 -0.38397  -1.2326
20 C 3.55795 -0.50839 -1.32127  0.1902
21 C 2.00501 -0.36677 -1.32281  -0.0701
22 C -0.79276 2.88354 -1.50733  0.8817
23 C -2.11334 3.34205 -1.57339  -0.4581
24 C -2.41357 4.62151 -2.01592  -0.7759
25 C -1.39099 5.47293 -2.41197  -0.4123
26 C -0.07591 5.03626 -2.36646  -0.7134
27 C 0.21793 3.75432 -1.91886  -0.2380
28 H -0.74066 -0.49846 -2.81621  0.5576
29 H -2.27239 -0.12033 -2.01305  0.3940
30 H -2.35887 1.35313 0.60718  0.6290
31 H -0.90554 1.65301 1.53166  0.1767
32 H 0.51898 -0.05827 1.95746  0.3834
33 H 0.08942 -1.77563 1.87563  0.0735
34 H 0.30695 -0.77002 4.20783  0.4915
35 H -1.11482 -1.74628 3.88736  0.4386
36 H -1.02368 1.30303 3.75761  0.2476
37 H -1.72092 0.38612 5.07371  0.4541
38 H -3.20403 1.25829 2.93185  0.2543
39 H -3.63940 -0.16676 3.84936  0.4581
40 H -3.53162 -0.47682 1.29124  0.5245
41 H -2.74602 -1.68736 2.27200  0.5350
42 H 1.72486 2.52854 0.51827  0.5666
43 H 4.12750 2.08372 0.89804  0.4260
44 H 5.31144 0.30278 -0.23971  0.4291
45 H 4.03267 -0.47433 -2.30492  0.6032
46 H 1.58986 -0.59250 -2.30599  0.4010
47 H -2.92734 2.68363 -1.28531  0.3015
48 H -3.44368 4.95247 -2.05721  0.3944
49 H -1.62099 6.47188 -2.76022  0.3781
50 H 0.72425 5.69402 -2.68261  0.3931
51 H 1.24980 3.42527 -1.89392  0.3001
52 Br 5.22854 -3.34625 -2.47333  -0.1075
53 C 3.51876 -3.05035 -1.74273  -0.4950
54 C 3.40824 -1.94973 -0.75254  0.0908
55 C 1.92918 -1.62167 -0.42311  -0.2365
56 N 0.86986 -2.57411 -0.72586  0.1583
57 C 1.16553 -3.56730 -1.47867  -0.1133
58 C 2.48248 -3.81615 -2.06923  -0.8151
59 H 4.04798 -2.17016 0.10551  0.5962
60 H 1.84310 -1.32405 0.62016  -0.1161
61 H 0.36288 -4.26337 -1.69835  0.6558
62 H 2.57583 -4.64096 -2.76080  0.4590



(5)
ORCA calculation (ωB97M-V with the def2-TZVPD basis set) on a cluster of 2 separate species, C7H17O3 in total in a non-equilibrium geometry.

Computed properties:
Energy above the lowest of the compared OMol25 structures with the same formula, charge and spin in kJ/mol: 0.0
M in g mol⁻¹: 149.210
Multiplicity: 2
Orbital gap (spin up / spin down) in Eh: 0.291 / 0.381
LUMO (spin up / spin down) in Eh: 0.0372 / 0.0368
Charge: 0
HOMO (spin up / spin down) in eV: -6.91 / -9.38

Last column: Löwdin spin population.
Element x y z (Å)
1 H -3.39242 0.61664 0.63404  0.0000
2 C -1.42059 1.04674 1.40596  0.0009
3 C -2.50846 1.21559 0.37481  0.0001
4 H -0.51257 1.60790 1.12659  0.0001
5 H -1.74360 1.42917 2.39094  0.0003
6 H -2.15133 0.90729 -0.61805  0.0000
7 H -2.81503 2.27006 0.31439  0.0000
8 C -0.02983 -0.61701 2.50723  0.0175
9 O -1.02808 -0.42546 1.53790  0.0106
10 H 0.08406 -1.69287 2.69546  0.0092
11 H 0.91997 -0.18256 2.14825  0.0007
12 H -0.30563 -0.18112 3.48251  0.0008
13 C 0.16858 -2.82766 0.12572  0.6351
14 O 0.36563 -1.94983 -0.88255  0.2177
15 C 1.64092 -1.33880 -0.95270  0.0131
16 C 1.55996 -0.08573 -1.78738  -0.0005
17 O 0.84761 0.89737 -1.08608  0.0009
18 C 0.57442 2.05136 -1.83384  0.0000
19 H -0.80404 -3.32124 0.08616  0.0387
20 H 1.05789 -3.31500 0.53923  0.0482
21 H 2.34213 -2.05526 -1.41078  0.0038
22 H 2.02818 -1.07983 0.04568  0.0030
23 H 1.07771 -0.31678 -2.75462  -0.0001
24 H 2.58480 0.27320 -1.99328  -0.0001
25 H -0.05556 2.70117 -1.21326  0.0000
26 H 1.50962 2.55642 -2.13182  0.0000
27 H 0.00566 1.81620 -2.75050  0.0000